(1)
Computed, not measured: a structure of composition C54H63B2Br2F3O11P in a non-equilibrium geometry, with ωB97M-V/def2-TZVPD.

Results
Lowest unoccupied orbital energy (eV): 0.058
Gap between HOMO and LUMO (Ha): 0.1701
Multiplicity: 1
Charge: -1

CARTESIAN COORDINATES (ANGSTROEM)
C (-0.889, 7.233, 1.796)
C (-0.790, 6.029, 1.884)
C (-0.536, 4.503, 1.959)
C (-1.871, 3.666, 1.783)
C (-2.104, 2.547, 2.870)
C (-2.881, 1.270, 2.399)
O (-4.297, 1.491, 2.268)
P (-5.027, 0.594, 0.919)
C (-5.627, -0.450, -0.551)
O (-6.245, 0.263, -1.647)
C (-6.084, -0.407, -2.889)
C (-6.487, 0.493, -4.129)
C (-5.126, 0.949, -4.828)
C (-4.611, 2.215, -0.070)
O (-4.782, 3.375, 0.853)
C (-5.089, 4.499, 0.169)
F (-5.006, 5.567, 1.057)
F (-6.398, 4.532, -0.298)
F (-4.197, 4.794, -0.843)
C (-6.734, 1.450, 1.301)
B (-7.924, 0.422, 1.545)
O (-8.587, -0.323, 0.514)
O (-8.461, 0.198, 2.847)
B (-5.311, -0.758, 2.320)
O (-5.449, -0.328, 3.685)
C (-5.354, -2.352, 2.082)
C (-4.651, -3.239, 3.194)
O (-3.469, -0.213, 0.619)
C (-2.318, 0.331, 1.213)
C (-1.739, -0.961, 1.992)
C (-1.461, -2.192, 1.000)
C (-0.174, -2.933, 1.538)
C (1.170, -2.174, 1.214)
C (2.333, -3.119, 0.714)
C (3.660, -2.246, 0.604)
C (3.726, -1.433, -0.760)
C (-1.065, 0.750, 0.379)
Br (0.620, 1.342, 1.264)
C (-0.981, 0.708, -0.992)
C (-2.168, 0.240, -1.879)
Br (0.674, 1.194, -1.952)
H (-0.727, 8.322, 1.842)
H (0.099, 4.281, 1.055)
H (0.072, 4.227, 2.856)
H (-2.715, 4.401, 1.895)
H (-1.924, 3.314, 0.722)
H (-1.094, 2.281, 3.299)
H (-2.681, 3.003, 3.716)
H (-2.866, 0.642, 3.345)
H (-6.350, -1.278, -0.269)
H (-4.742, -1.007, -0.982)
H (-6.726, -1.342, -2.858)
H (-5.036, -0.767, -3.082)
H (-7.144, 1.352, -3.860)
H (-6.973, -0.202, -4.872)
H (-5.224, 1.892, -5.419)
H (-4.295, 1.002, -4.073)
H (-4.812, 0.148, -5.559)
H (-3.526, 2.285, -0.375)
H (-5.303, 2.445, -0.914)
H (-7.064, 2.135, 0.472)
H (-6.591, 1.994, 2.277)
H (-8.733, 0.286, -0.237)
H (-9.330, -0.232, 2.720)
H (-6.318, -0.597, 4.034)
H (-4.867, -2.593, 1.092)
H (-6.439, -2.644, 1.944)
H (-4.138, -2.667, 4.002)
H (-5.419, -3.964, 3.587)
H (-3.894, -3.893, 2.670)
H (-0.769, -0.754, 2.512)
H (-2.451, -1.350, 2.760)
H (-1.387, -1.879, -0.069)
H (-2.338, -2.895, 1.089)
H (-0.268, -3.045, 2.658)
H (-0.155, -3.974, 1.105)
H (0.962, -1.434, 0.393)
H (1.583, -1.617, 2.101)
H (2.438, -3.955, 1.460)
H (2.119, -3.522, -0.313)
H (3.620, -1.523, 1.459)
H (4.587, -2.872, 0.661)
H (4.797, -1.255, -1.042)
H (3.275, -0.426, -0.564)
H (3.219, -1.987, -1.591)
H (-2.983, 1.009, -1.987)
H (-1.756, 0.120, -2.921)
H (-2.572, -0.769, -1.608)
C (2.820, 3.878, 1.388)
C (2.628, 3.381, 0.101)
C (3.182, 4.042, -0.986)
C (3.919, 5.207, -0.793)
C (4.090, 5.717, 0.496)
C (3.548, 5.042, 1.586)
C (4.830, 6.983, 0.715)
O (4.984, 7.428, 1.837)
C (5.375, 7.706, -0.463)
C (6.023, 8.925, -0.281)
C (6.547, 9.602, -1.373)
C (6.434, 9.061, -2.650)
C (5.784, 7.849, -2.837)
C (5.245, 7.174, -1.745)
C (4.521, 5.895, -1.962)
O (4.420, 5.424, -3.079)
H (2.395, 3.357, 2.239)
H (2.043, 2.470, -0.055)
H (3.036, 3.650, -1.986)
H (3.689, 5.427, 2.589)
H (6.116, 9.349, 0.712)
H (7.046, 10.554, -1.229)
H (6.850, 9.587, -3.502)
H (5.694, 7.433, -3.833)
C (2.607, -9.159, -0.395)
C (2.807, -8.452, 0.788)
C (3.957, -7.695, 0.960)
C (4.918, -7.651, -0.045)
C (4.728, -8.379, -1.221)
C (3.565, -9.123, -1.397)
C (5.766, -8.382, -2.283)
O (5.601, -9.013, -3.310)
C (7.014, -7.607, -2.065)
C (8.021, -7.644, -3.025)
C (9.186, -6.913, -2.837)
C (9.345, -6.135, -1.694)
C (8.346, -6.099, -0.732)
C (7.182, -6.842, -0.910)
C (6.136, -6.824, 0.143)
O (6.276, -6.148, 1.144)
H (1.704, -9.742, -0.531)
H (2.063, -8.490, 1.575)
H (4.104, -7.143, 1.881)
H (3.408, -9.679, -2.314)
H (7.900, -8.246, -3.918)
H (9.971, -6.947, -3.584)
H (10.252, -5.559, -1.552)
H (8.476, -5.496, 0.159)

Results of the Löwdin charge analysis, in e, for atoms 1 through 5: number 1, C, carries 0.059; number 2, C, carries -0.127; number 3, C, carries -0.209; number 4, C, carries -0.195; number 5, C, carries -0.135


(2)
Computed, not measured: a structure of composition C54H65CsN5O10PS3 in a non-equilibrium geometry, with ωB97M-V/def2-TZVPD.

Results
Lowest unoccupied orbital energy (eV): 3.201
Gap between HOMO and LUMO (Ha): 0.1896
Multiplicity: 1
ΔE to the lowest compared entry with this formula, charge and spin (kcal/mol): 73.2
Charge: -2

CARTESIAN COORDINATES (ANGSTROEM)
Cs (0.212, -0.766, -0.345)
C (-7.770, -0.651, 1.896)
C (-7.951, 0.266, 0.865)
C (-6.860, 0.787, 0.187)
C (-5.573, 0.391, 0.535)
C (-5.392, -0.538, 1.551)
C (-6.484, -1.048, 2.239)
N (-4.398, 0.818, -0.183)
N (-4.520, 1.963, -0.657)
C (-3.404, 2.477, -1.409)
C (-3.774, 3.621, -2.140)
C (-2.811, 4.311, -2.845)
C (-1.497, 3.834, -2.813)
C (-1.188, 2.673, -2.121)
C (-2.110, 1.943, -1.330)
H (-8.625, -1.055, 2.424)
H (-8.952, 0.574, 0.585)
H (-6.980, 1.497, -0.620)
H (-4.383, -0.838, 1.804)
H (-6.326, -1.759, 3.041)
H (-4.814, 3.935, -2.170)
H (-3.070, 5.200, -3.409)
H (-0.714, 4.382, -3.332)
H (-0.159, 2.329, -2.181)
O (7.506, -2.477, -1.363)
C (7.097, -1.501, -0.702)
O (7.704, -0.773, 0.113)
C (5.630, -1.122, -0.926)
C (5.114, -1.012, -2.215)
C (3.811, -0.574, -2.382)
N (2.994, -0.262, -1.375)
C (3.475, -0.401, -0.137)
C (4.773, -0.829, 0.124)
C (2.541, -0.025, 1.021)
O (2.675, -0.681, 2.079)
O (1.697, 0.861, 0.774)
H (5.735, -1.265, -3.065)
H (3.406, -0.423, -3.379)
H (5.114, -0.892, 1.148)
C (6.986, 3.006, 1.587)
C (6.047, 2.251, 0.655)
C (5.805, 3.060, -0.611)
N (4.691, 2.584, -1.428)
C (3.575, 3.186, -1.801)
S (2.668, 2.744, -3.141)
N (3.095, 4.322, -1.123)
C (3.220, 4.787, 0.164)
O (3.944, 4.332, 1.018)
C (2.379, 6.019, 0.454)
C (1.570, 6.665, -0.474)
C (0.839, 7.786, -0.105)
C (0.922, 8.277, 1.189)
C (1.741, 7.645, 2.115)
C (2.464, 6.522, 1.747)
H (7.285, 2.378, 2.427)
H (6.504, 3.905, 1.979)
H (7.900, 3.306, 1.067)
H (5.088, 2.076, 1.144)
H (6.486, 1.283, 0.401)
H (6.692, 3.006, -1.251)
H (5.636, 4.108, -0.373)
H (4.821, 1.685, -1.878)
H (2.289, 4.653, -1.631)
H (1.484, 6.315, -1.494)
H (0.199, 8.269, -0.833)
H (0.346, 9.148, 1.476)
H (1.810, 8.022, 3.128)
H (3.104, 6.006, 2.449)
O (-1.004, -0.824, 2.000)
S (-1.609, 0.549, 1.930)
C (-2.613, 0.670, 3.431)
C (-3.686, 1.545, 3.458)
C (-4.459, 1.637, 4.608)
C (-4.161, 0.845, 5.708)
C (-3.092, -0.044, 5.659)
C (-2.314, -0.139, 4.516)
C (-0.424, 1.737, 2.591)
C (-0.684, 3.073, 2.344)
C (0.164, 4.028, 2.888)
C (1.257, 3.627, 3.645)
C (1.513, 2.277, 3.852)
C (0.670, 1.316, 3.320)
H (-3.920, 2.140, 2.583)
H (-5.302, 2.315, 4.636)
H (-4.768, 0.912, 6.603)
H (-2.864, -0.666, 6.516)
H (-1.484, -0.830, 4.445)
H (-1.520, 3.361, 1.717)
H (-0.015, 5.079, 2.697)
H (1.936, 4.369, 4.049)
H (2.398, 1.964, 4.391)
H (0.904, 0.263, 3.399)
C (-5.075, -1.249, -3.165)
C (-4.904, -2.708, -2.754)
C (-3.459, -3.039, -2.406)
S (-2.867, -2.298, -0.856)
O (-1.381, -2.501, -0.926)
C (-3.515, -3.589, 0.257)
C (-2.700, -4.884, 0.214)
C (-3.559, -6.111, -0.074)
H (-6.108, -1.035, -3.443)
H (-4.437, -1.019, -4.021)
H (-4.788, -0.572, -2.364)
H (-5.221, -3.361, -3.572)
H (-5.558, -2.940, -1.907)
H (-2.778, -2.626, -3.153)
H (-3.260, -4.109, -2.321)
H (-4.557, -3.743, -0.034)
H (-3.517, -3.129, 1.245)
H (-2.174, -5.008, 1.161)
H (-1.908, -4.788, -0.533)
H (-4.298, -6.283, 0.712)
H (-2.944, -7.010, -0.156)
H (-4.102, -5.996, -1.016)
C (-0.012, -6.955, -2.677)
C (0.916, -6.837, -1.479)
O (1.714, -5.662, -1.502)
P (0.898, -4.231, -1.226)
O (2.152, -3.357, -0.693)
C (2.765, -3.705, 0.573)
C (4.093, -4.385, 0.323)
O (0.830, -3.615, -2.728)
C (2.038, -3.499, -3.507)
C (1.761, -4.021, -4.899)
H (-0.635, -7.848, -2.583)
H (0.559, -7.022, -3.604)
H (-0.667, -6.086, -2.754)
H (1.616, -7.675, -1.465)
H (0.336, -6.878, -0.549)
H (2.090, -4.366, 1.132)
H (2.880, -2.777, 1.134)
H (3.954, -5.315, -0.228)
H (4.578, -4.602, 1.278)
H (4.757, -3.737, -0.249)
H (2.850, -4.050, -3.032)
H (2.316, -2.447, -3.524)
H (1.619, -5.103, -4.890)
H (2.599, -3.788, -5.559)
H (0.862, -3.558, -5.307)

Results of the Löwdin charge analysis, in e, for atoms 1 through 5: number 1, Cs, carries 1.508; number 2, C, carries -0.118; number 3, C, carries -0.106; number 4, C, carries -0.043; number 5, C, carries -0.259


(3)
Computed, not measured: a structure of composition C54H66OP4RuSi2Te, with ωB97M-V/def2-TZVPD.

Results
Lowest unoccupied orbital energy (spin up / spin down) (eV): -7.008 / -10.189
⟨S²⟩: 8.769
Gap between HOMO and LUMO (spin up / spin down) (Ha): 0.2743 / 0.1726
Multiplicity: 6
Charge: +3

CARTESIAN COORDINATES (ANGSTROEM)
Ru (0.573, -0.587, -0.104)
O (-2.346, -1.185, 2.295)
C (-3.581, -1.263, 1.702)
C (-4.827, -1.324, 2.314)
C (-5.962, -1.530, 1.541)
C (-5.880, -1.696, 0.169)
C (-4.645, -1.587, -0.444)
C (-3.503, -1.320, 0.307)
P (-1.874, -1.246, -0.495)
C (-1.528, -3.036, -0.638)
C (-1.907, -3.831, -1.718)
C (-1.794, -5.210, -1.632)
C (-1.319, -5.807, -0.469)
C (-0.955, -5.021, 0.615)
C (-1.057, -3.641, 0.531)
C (-2.231, -0.676, -2.199)
C (-1.399, -1.104, -3.236)
C (-1.638, -0.722, -4.547)
C (-2.709, 0.115, -4.840)
C (-3.500, 0.603, -3.811)
C (-3.259, 0.221, -2.497)
C (-1.986, -1.326, 3.618)
C (-2.818, -1.713, 4.662)
C (-2.335, -1.745, 5.961)
C (-1.029, -1.379, 6.244)
C (-0.195, -1.040, 5.195)
C (-0.637, -1.052, 3.873)
P (0.619, -0.694, 2.589)
C (1.986, -1.853, 2.926)
C (2.161, -2.856, 1.976)
C (3.128, -3.838, 2.120)
C (3.951, -3.830, 3.234)
C (3.782, -2.851, 4.203)
C (2.805, -1.881, 4.061)
C (1.069, 0.987, 3.137)
C (0.087, 1.950, 2.895)
C (0.223, 3.236, 3.389)
C (1.349, 3.584, 4.124)
C (2.332, 2.636, 4.362)
C (2.192, 1.343, 3.875)
H (-4.966, -1.212, 3.372)
H (-6.922, -1.583, 2.038)
H (-6.765, -1.897, -0.418)
H (-4.575, -1.712, -1.514)
H (-2.310, -3.390, -2.621)
H (-2.096, -5.823, -2.469)
H (-1.250, -6.883, -0.406)
H (-0.606, -5.481, 1.529)
H (-0.812, -3.034, 1.398)
H (-0.586, -1.792, -3.022)
H (-1.010, -1.099, -5.343)
H (-2.923, 0.387, -5.864)
H (-4.325, 1.267, -4.031)
H (-3.903, 0.591, -1.711)
H (-3.836, -2.011, 4.508)
H (-3.002, -2.047, 6.756)
H (-0.663, -1.370, 7.259)
H (0.819, -0.746, 5.418)
H (1.489, -2.897, 1.119)
H (3.237, -4.613, 1.373)
H (4.706, -4.592, 3.359)
H (4.406, -2.851, 5.085)
H (2.692, -1.164, 4.857)
H (-0.819, 1.665, 2.366)
H (-0.561, 3.965, 3.231)
H (1.451, 4.583, 4.523)
H (3.205, 2.898, 4.943)
H (2.969, 0.622, 4.077)
C (3.704, 1.806, 1.071)
P (2.915, 0.607, -0.044)
C (3.189, 1.456, -1.643)
C (4.102, -0.769, -0.183)
C (5.376, -0.680, 0.369)
C (6.312, -1.681, 0.147)
C (5.990, -2.769, -0.647)
C (4.719, -2.875, -1.188)
C (3.762, -1.893, -0.948)
P (2.070, -2.114, -1.571)
C (1.766, -3.904, -1.526)
C (2.167, -1.827, -3.371)
H (4.596, 2.204, 0.585)
H (3.976, 1.350, 2.018)
H (3.010, 2.622, 1.273)
H (4.260, 1.568, -1.820)
H (2.739, 2.449, -1.621)
H (2.756, 0.895, -2.466)
H (5.659, 0.169, 0.974)
H (7.297, -1.600, 0.585)
H (6.722, -3.539, -0.840)
H (4.482, -3.744, -1.787)
H (2.473, -4.407, -2.186)
H (0.755, -4.105, -1.882)
H (1.864, -4.299, -0.518)
H (3.054, -2.345, -3.739)
H (2.248, -0.773, -3.628)
H (1.290, -2.247, -3.863)
C (-0.165, 4.513, -5.697)
Si (0.623, 3.660, -4.249)
C (1.564, 4.825, -3.133)
C (1.633, 2.165, -4.774)
C (-0.862, 2.945, -3.236)
Te (-0.405, 2.039, -1.398)
C (-0.970, 3.650, -0.188)
Si (-2.874, 3.811, 0.192)
C (-3.368, 2.288, 1.164)
C (-3.005, 5.389, 1.164)
C (-3.849, 3.894, -1.396)
H (0.609, 4.934, -6.341)
H (-0.815, 5.333, -5.393)
H (-0.748, 3.817, -6.299)
H (2.527, 5.081, -3.576)
H (1.768, 4.401, -2.147)
H (1.023, 5.760, -2.984)
H (2.706, 2.339, -4.692)
H (1.422, 1.904, -5.810)
H (1.380, 1.291, -4.167)
H (-1.366, 2.186, -3.835)
H (-1.572, 3.723, -2.964)
H (-0.599, 4.540, -0.700)
H (-0.433, 3.526, 0.752)
H (-3.055, 2.346, 2.206)
H (-2.961, 1.365, 0.737)
H (-4.454, 2.186, 1.163)
H (-2.323, 5.423, 2.012)
H (-4.018, 5.498, 1.556)
H (-2.805, 6.257, 0.536)
H (-3.677, 3.044, -2.058)
H (-3.662, 4.814, -1.951)
H (-4.911, 3.888, -1.143)

Results of the Löwdin charge analysis, in e, for atoms 1 through 5: number 1, Ru, carries 0.566; number 2, O, carries -0.058; number 3, C, carries -0.248; number 4, C, carries 0.012; number 5, C, carries -0.028


Question: Look up the multiplicity of the first one.
Answer: 1


Question: Which value of charge does entry 3 give?
Answer: +3


Question: Which of these has the lowest charge?
Answer: C54H65CsN5O10PS3


Question: Number 2 is which compound?
Answer: C54H65CsN5O10PS3